(1)
Below is a molecular structure, C9H25Cl2N2OP2STc in a non-equilibrium geometry, with properties calculated with ωB97M-V/def2-TZVPD.

ORCA input file:
```
! RIJCOSX wB97M-V def2-TZVPD def2/J DEFGRID3
* xyz 3 4
C 2.63 -2.31 -0.45
C 1.87 -1.26 0.24
H 3.16 -2.92 0.30
H 3.35 -1.81 -1.12
H 1.96 -2.94 -1.05
O 2.06 -0.84 1.35
Cl 1.02 -0.95 -2.34
Tc -0.35 0.07 -0.17
P 1.41 1.64 -0.63
C 1.75 2.71 0.83
C 3.13 1.30 -1.18
H 3.64 2.26 -1.37
H 1.70 3.57 -2.08
H 3.10 0.71 -2.09
H 0.62 2.34 -2.80
H 2.15 2.10 1.64
H 3.68 0.76 -0.40
C 0.88 2.87 -1.88
H 2.49 3.47 0.54
H 0.01 3.42 -1.51
H 0.83 3.20 1.17
P -1.32 -1.97 -0.25
C -2.22 -2.33 1.31
C -2.69 -1.99 -1.48
H -0.11 -3.61 -1.56
H -1.36 -4.38 -0.54
H 0.18 -3.83 0.19
C -0.57 -3.61 -0.57
H -2.30 -1.66 -2.45
H -3.08 -3.01 -1.58
H -2.81 -3.25 1.19
H -2.88 -1.50 1.58
H -3.49 -1.32 -1.16
H -1.49 -2.47 2.12
Cl -1.95 1.24 -1.26
N -1.23 2.86 2.73
C -1.61 1.73 2.13
N -2.88 1.55 1.74
S -0.46 0.45 2.10
H -1.86 3.65 2.79
H -0.29 2.95 3.08
H -3.11 0.83 1.07
H -3.53 2.32 1.82
*
```

Values from the calculation:
Lowest unoccupied orbital energy (alpha / beta): -13.9 / -12.9 eV
Electronic energy: -2623.672775 hartree
Expectation value of S²: 3.8577

(2)
Below is 5 unconnected molecules or ions with the total composition C11H24N2O7 in a non-equilibrium geometry, with properties calculated with ωB97M-V/def2-TZVPD.

ORCA input file:
```
! RIJCOSX wB97M-V def2-TZVPD def2/J DEFGRID3
* xyz 0 1
C 0.42 -0.90 -0.08
N -0.93 -0.59 -0.71
O -1.72 -1.47 -1.03
O -1.18 0.59 -0.85
H 1.16 -0.57 -0.84
H 0.48 -1.95 0.12
H 0.47 -0.39 0.88
C -0.93 -5.01 -1.14
N -0.19 -4.30 -0.08
O 1.03 -4.19 -0.15
O -0.85 -3.83 0.82
H -1.29 -4.25 -1.85
H -1.67 -5.70 -0.70
H -0.21 -5.60 -1.68
C -3.47 -0.35 2.02
C -2.62 0.91 2.18
O -1.45 1.00 1.90
C -3.41 2.05 2.85
H -3.63 -0.70 0.95
H -4.48 -0.16 2.42
H -3.07 -1.23 2.48
H -4.16 2.44 2.11
H -2.76 2.88 3.20
H -3.97 1.69 3.74
C 0.69 3.13 0.97
C -0.44 4.16 1.01
O -0.41 5.03 1.86
C -1.70 3.93 0.10
H 1.04 3.09 -0.05
H 0.15 2.25 1.33
H 1.53 3.40 1.65
H -2.55 4.50 0.47
H -1.89 2.90 0.19
H -1.54 4.15 -1.00
C 4.12 0.35 -1.61
C 3.73 -0.85 -2.43
O 2.56 -1.09 -2.55
C 4.87 -1.70 -3.00
H 5.08 0.88 -1.90
H 4.28 0.08 -0.58
H 3.30 0.97 -1.75
H 4.67 -2.63 -3.50
H 5.55 -1.88 -2.12
H 5.42 -1.04 -3.67
*
```

Values from the calculation:
Lowest unoccupied orbital energy: 0.3 eV
Electronic energy: -1069.495644 hartree
SMILES string: C[N+](=O)[O-].C[N+](=O)[O-].CC(C)=O.CC(C)=O.CC(C)=O

(3)
Below is a gas-phase ion, C25H37FN2O4P (charge +1) in a non-equilibrium geometry, with properties calculated with ωB97M-V/def2-TZVPD.

ORCA input file:
```
! RIJCOSX wB97M-V def2-TZVPD def2/J DEFGRID3
* xyz 1 1
C 3.86 -0.40 3.63
C 2.53 -1.14 4.24
O 1.84 -2.02 3.29
C 1.08 -1.28 2.28
C -0.45 -0.64 2.54
C -1.07 -0.86 4.04
O -1.68 0.34 4.64
C -0.71 1.42 4.86
C -0.87 2.76 3.88
O 0.26 1.45 5.78
C -1.18 0.14 1.29
C -2.67 0.81 1.46
C -3.67 -0.02 0.40
C -5.26 0.34 0.63
C -6.02 0.03 -0.80
O -6.14 -1.45 -0.93
C -6.83 -1.79 -2.19
C -0.43 0.27 -0.20
C 1.08 -0.32 -0.48
C 1.90 -0.22 -1.90
P 1.09 0.60 -3.42
C -0.71 0.03 -3.70
C -1.67 1.35 -3.92
C 1.27 2.50 -3.40
C 2.90 2.80 -3.16
N 3.34 -0.77 -2.05
F 3.91 -0.58 -3.28
C 4.10 -1.47 -0.95
C 5.63 -2.06 -1.03
C 6.01 -2.80 -2.44
N 6.98 -2.16 -3.23
C 3.33 -1.66 0.52
C 1.81 -1.09 0.79
H 4.38 0.36 4.36
H 3.49 0.23 2.69
H 4.64 -1.20 3.23
H 1.78 -0.32 4.62
H 2.82 -1.82 5.18
H -0.30 -1.29 4.81
H -1.95 -1.66 3.92
H -2.04 3.00 3.87
H -0.51 2.56 2.78
H -0.29 3.63 4.42
H -3.16 0.68 2.51
H -2.66 1.96 1.16
H -3.29 0.24 -0.68
H -3.52 -1.16 0.69
H -5.67 -0.43 1.43
H -5.46 1.41 1.06
H -7.05 0.58 -0.92
H -5.26 0.36 -1.66
H -7.71 -2.52 -1.97
H -7.27 -0.78 -2.62
H -6.13 -2.23 -3.02
H -1.03 0.82 -1.04
H -0.86 -0.68 -4.65
H -1.06 -0.61 -2.77
H -1.27 1.91 -4.87
H -2.81 1.10 -4.05
H -1.51 2.04 -2.96
H 0.67 3.04 -2.55
H 0.95 2.96 -4.44
H 3.18 3.93 -3.25
H 3.50 2.18 -3.96
H 3.14 2.37 -2.09
H 6.36 -1.18 -0.73
H 5.74 -2.86 -0.15
H 5.56 -3.81 -2.85
H 7.15 -2.69 -4.11
H 3.86 -2.19 1.45
*
```

Values from the calculation:
Lowest unoccupied orbital energy: -5.1 eV
Electronic energy: -1825.374913 hartree
SMILES string: [H]/N=C/Cc1cc2c(OCC)c(COC(C)=O)c(CCCCOC)cc2c(P(CC)CC)[n+]1F

(4)
Below is 3 unconnected molecules or ions with the total composition C5H17NO2 in a non-equilibrium geometry, with properties calculated with ωB97M-V/def2-TZVPD.

ORCA input file:
```
! RIJCOSX wB97M-V def2-TZVPD def2/J DEFGRID3
* xyz 0 1
C -2.54 1.73 0.60
C -1.32 1.86 -0.37
N -0.41 0.76 -0.14
C 0.17 0.16 -1.36
C -0.80 -0.57 -2.29
C 0.69 1.08 0.83
H -2.68 0.64 0.75
H -2.56 2.42 1.40
H -3.48 1.97 0.12
H -0.94 2.88 -0.27
H -1.65 1.77 -1.43
H 1.01 -0.47 -1.07
H 0.67 0.88 -2.11
H -1.67 0.06 -2.49
H -1.30 -1.37 -1.70
H -0.40 -0.93 -3.27
H 0.30 0.94 1.85
H 0.96 2.13 0.66
H 1.54 0.44 0.65
H 3.39 -1.81 -0.14
H 2.47 -2.67 0.85
O 2.71 -2.48 -0.06
H 0.16 -1.68 1.69
H 1.49 -1.18 2.46
O 0.85 -1.91 2.33
*
```

Values from the calculation:
Lowest unoccupied orbital energy: 0.7 eV
Electronic energy: -405.881866 hartree
SMILES string: CCN(C)CC.O.O

(5)
Below is 2 unconnected molecules or ions with the total composition C2H3Cl in a non-equilibrium geometry, with properties calculated with ωB97M-V/def2-TZVPD.

ORCA input file:
```
! RIJCOSX wB97M-V def2-TZVPD def2/J DEFGRID3
* xyz 0 1
C 0.38 -0.48 -0.05
C 1.11 0.58 -0.28
Cl 2.78 0.30 -0.76
H -1.40 0.01 0.32
H 0.66 -1.52 -0.03
H 0.74 1.62 -0.25
*
```

Values from the calculation:
Lowest unoccupied orbital energy: -0.3 eV
Electronic energy: -538.041442 hartree

(6)
Below is 2 unconnected molecules or ions with the total composition C6H15NO in a non-equilibrium geometry, with properties calculated with ωB97M-V/def2-TZVPD.

ORCA input file:
```
! RIJCOSX wB97M-V def2-TZVPD def2/J DEFGRID3
* xyz 0 1
C -2.19 -1.50 0.35
N -0.81 -1.76 -0.01
C 0.14 -0.70 -0.41
C 0.07 -0.04 -1.81
C -1.13 0.83 -2.04
C -1.01 2.11 -2.39
C 1.52 -1.37 -0.17
H -2.65 -2.38 0.80
H -2.22 -0.75 1.14
H -2.79 -1.08 -0.46
H -0.73 -2.55 -0.62
H 0.04 0.08 0.36
H 0.98 0.57 -1.87
H 0.16 -0.88 -2.51
H -2.03 0.27 -1.86
H -1.73 2.91 -2.30
H 0.02 2.46 -2.43
H 1.73 -2.16 -0.88
H 1.53 -1.86 0.81
H 2.24 -0.57 -0.03
H 1.93 2.57 4.58
H 3.49 2.69 4.76
O 2.73 2.15 4.97
*
```

Values from the calculation:
Lowest unoccupied orbital energy: 0.8 eV
Electronic energy: -367.542492 hartree
SMILES string: C=CC[C@H](C)NC.O